A structure of composition C7H7LaO5S in a non-equilibrium geometry. Source: OMol25; level of theory: ωB97M-V with the def2-TZVPD basis set.

* HOMO-LUMO gap: 6.3 eV
* total charge: +2

Last column: Löwdin charge in e.
CARTESIAN COORDINATES (ANGSTROEM)
1 H 2.73 4.28 2.32  0.06
2 C -0.79 -2.91 -0.34  0.06
3 C 0.01 1.04 -0.37  -0.12
4 H 1.04 3.96 3.50  0.06
5 O -0.80 -1.04 -1.70  -0.02
6 La 1.57 -0.34 0.92  1.57
7 H 3.30 -0.37 1.17  -0.22
8 S 2.07 1.97 2.61  0.67
9 C 0.12 -0.44 -3.88  0.03
10 O -1.84 -0.66 1.91  0.21
11 C 0.80 2.90 3.49  -0.33
12 O -0.64 -4.01 0.08  0.32
13 O -0.90 1.59 -0.82  0.20
14 H 4.13 3.17 2.47  0.06
15 O -0.77 -0.22 -4.55  0.08
16 H -0.17 2.74 3.01  0.04
17 C -0.70 -0.58 1.68  -0.14
18 C -0.31 -1.63 -0.73  -0.31
19 H 3.22 3.24 0.93  0.05
20 H 0.76 2.53 4.52  0.06
21 C 3.14 3.31 2.02  -0.32

A structure of composition C7H7MgO6S in a non-equilibrium geometry. Source: OMol25; level of theory: ωB97M-V with the def2-TZVPD basis set.

* HOMO-LUMO gap (spin up / spin down): 6.5 / 6.1 eV
* total charge: +1

Last column: natural (NBO) charge in e.
CARTESIAN COORDINATES (ANGSTROEM)
1 H 2.27 -2.38 2.82  0.27
2 H -0.66 -0.57 3.77  0.25
3 C -0.01 1.78 -5.15  0.53
4 O -1.40 3.40 -1.14  -0.44
5 O -0.36 -0.94 1.07  -1.15
6 C 0.34 1.80 -1.73  0.21
7 C 1.19 -2.28 2.75  -0.81
8 O 1.78 -0.40 -2.72  -0.41
9 C -2.09 -0.90 -2.49  0.40
10 C 0.07 0.15 3.38  -0.79
11 H -1.61 1.32 -0.59  -0.12
12 S 0.87 -0.68 1.99  1.24
13 O -0.03 0.67 -5.45  -0.52
14 C 0.82 -0.19 -2.10  0.18
15 O -2.50 -1.33 -3.47  -0.35
16 H 0.79 0.45 4.15  0.27
17 H 0.75 -2.30 3.75  0.26
18 H 0.78 -3.08 2.12  0.28
19 Mg -0.87 -0.18 -0.63  1.69
20 H -0.44 1.03 2.97  0.26
21 O 1.29 2.36 -2.20  -0.41
22 C -0.98 2.27 -1.11  0.18

An isolated molecule of C7H7N in a non-equilibrium geometry. Source: OMol25; level of theory: ωB97M-V with the def2-TZVPD basis set.

* HOMO-LUMO gap: 7.9 eV

Last column: natural (NBO) charge in e.
CARTESIAN COORDINATES (ANGSTROEM)
1 C 0.28 -0.53 -1.32  -0.34
2 H -0.19 1.07 1.70  0.20
3 C -1.17 -0.97 2.15  -0.24
4 C 0.27 1.42 0.52  -0.65
5 H 0.64 -2.68 -1.24  0.23
6 C -0.88 0.12 2.69  -0.21
7 H -0.37 2.18 0.17  0.25
8 H 1.19 1.87 0.95  0.25
9 C 0.40 0.44 -0.45  0.12
10 H 0.91 -0.58 -2.21  0.23
11 H -0.81 -2.24 -2.13  0.22
12 C -1.04 -1.57 1.00  0.38
13 C -0.19 -1.89 -1.18  -0.25
14 H -0.85 0.65 3.59  0.21
15 N -0.86 -2.23 -0.04  -0.39

An isolated molecule of C7H7N in a non-equilibrium geometry. Source: OMol25; level of theory: ωB97M-V with the def2-TZVPD basis set.

* HOMO-LUMO gap: 7.2 eV

Last column: natural (NBO) charge in e.
CARTESIAN COORDINATES (ANGSTROEM)
1 H -3.66 0.26 0.39  0.26
2 H -0.69 -1.94 0.83  0.25
3 H -1.63 0.50 0.81  0.31
4 C 2.05 -0.22 -0.19  0.04
5 H -0.19 2.41 0.24  0.21
6 H 3.17 -0.53 -0.52  0.22
7 H -0.66 -0.57 -1.03  0.28
8 C -1.61 -0.11 -0.68  -0.27
9 C 0.31 1.37 0.25  0.04
10 N 1.58 1.12 -0.27  -0.43
11 C -0.11 -0.99 0.43  -0.18
12 C -0.58 0.33 0.71  -0.34
13 C 1.20 -1.21 0.00  -0.32
14 H 1.42 -2.36 0.03  0.23
15 C -2.74 -0.09 -0.32  -0.31

Sequential energy relative to the best compared isomer or geometry (same formula, charge and spin) output: 4.371 0.263 6.725 8.854 eV